[1]
CH4O3S | ωB97M-V/def2-TZVPD

Calculated values
**LUMO energy**: 0.73 eV

Positions of all 9 atoms, in Å:
C -0.71908 -0.69249 0.04384
O 1.44026 -0.42128 -1.47143
O 2.61775 1.47098 0.39404
O 1.20494 1.15084 0.39503
S 1.11114 -0.45989 -0.06315
H -0.65667 -1.18494 -0.93183
H -1.27434 0.27173 0.10607
H -0.87996 -1.44818 0.71548
H 2.94394 1.04573 -0.49820



[2]
CH4OS2 | ωB97M-V/def2-TZVPD

Calculated values
**LUMO energy (spin up / spin down)**: -1.87 / -1.87 eV

Positions of all 8 atoms, in Å:
C -1.61182 0.18847 0.12090
O 2.74148 0.09660 0.23735
S -0.48128 -0.35167 -1.19208
S 1.67825 -1.02681 0.61556
H -1.21477 0.86272 0.95751
H -2.28637 -0.62524 0.45138
H -2.14754 0.84306 -0.60459
H 3.32205 0.01286 -0.58602



[3]
CH4OS3 | ωB97M-V/def2-TZVPD

Calculated values
**LUMO energy**: -0.60 eV
**Structure (SMILES)**: CS[S@@H](=O)=S

Positions of all 9 atoms, in Å:
C -1.32076 -0.50923 -1.27578
O 0.33194 -0.66938 2.58348
S -2.16501 -1.71723 1.75468
S 0.47924 -1.44173 -0.28388
S -0.23902 -1.58593 1.68274
H -1.00297 0.50469 -0.92389
H -2.16356 -0.92211 -0.66622
H -1.21463 -0.61797 -2.34951
H 0.47363 -2.77845 2.06233



[4]
CH4P2 | ωB97M-V/def2-TZVPD

Calculated values
**LUMO energy**: -0.17 eV
**Structure (SMILES)**: C#[PH]P

Positions of all 7 atoms, in Å:
C -1.97145 -0.47809 0.00551
P -0.60779 0.33604 -0.35981
P 1.59698 0.04770 -0.22372
H -1.81886 -1.30338 0.71672
H -0.90303 1.24480 -1.60799
H 2.06369 1.03214 0.73055
H 1.64046 -0.87920 0.73875



[5]
CH4S | ωB97M-V/def2-TZVPD

Calculated values
**LUMO energy**: 0.94 eV
**Structure (SMILES)**: CS

Positions of all 6 atoms, in Å:
C -0.22376 -0.39119 -0.03450
S 1.61501 -0.05385 0.07832
H -0.26390 -1.46840 0.31405
H -0.83473 -0.02183 -0.90985
H -0.71085 0.19689 0.76476
H 1.60040 1.35814 -0.28840



[6]
CH4S2 | ωB97M-V/def2-TZVPD

Calculated values
**LUMO energy**: -0.36 eV
**Structure (SMILES)**: C=S.S

Positions of all 7 atoms, in Å:
C 0.37136 1.19556 0.89914
S -1.61650 -0.74512 -1.05055
S -0.58773 2.18310 1.68839
H 0.08366 0.76896 -0.07038
H 1.25015 0.93610 1.45001
H -1.40399 -1.97293 -1.55553
H -0.29911 -0.36410 -1.02065



Short version: energy relative to the best compared isomer or geometry (same formula, charge and spin) = 104.8, 58.1, 56.0, 67.0, 11.6, 37.9 kcal/mol, in the order given.